Entry 1:
Entry from the Open Molecules 2025 dataset: the molecule C12H17F2NO2Si at a distorted geometry (ωB97M-V/def2-TZVPD).

```
35
Properties=species:S:1:pos:R:3:nbo_charge:R:1
C 1.399 -1.500 2.632 -1.1251
Si 1.027 -1.633 0.736 1.6348
C 1.612 -3.329 0.067 -1.1204
C 1.946 -0.129 -0.091 -0.8689
C 1.034 1.189 -0.172 -0.4743
C 1.900 2.543 -0.427 0.9223
F 1.722 3.395 0.694 -0.3362
F 3.306 2.241 -0.520 -0.3451
O 1.551 3.128 -1.687 -0.5348
C 0.506 4.090 -1.571 0.8762
N -0.882 3.757 -1.951 -0.8410
O 0.684 5.282 -1.198 -0.5621
C -0.865 -1.414 0.361 -0.4795
C -1.297 -1.101 -1.096 -0.2268
C -2.754 -0.856 -1.542 -0.2331
C -3.865 -0.937 -0.471 -0.2218
C -3.465 -1.294 0.986 -0.2213
C -1.985 -1.531 1.428 -0.2071
H 0.465 -1.698 3.266 0.2383
H 1.811 -0.466 2.920 0.2459
H 2.192 -2.267 2.969 0.2480
H 1.303 -3.401 -1.038 0.2442
H 1.042 -4.155 0.622 0.2505
H 2.741 -3.473 0.166 0.2479
H 2.902 0.008 0.526 0.2585
H 2.228 -0.479 -1.154 0.2357
H 0.499 1.276 0.844 0.2402
H 0.269 1.170 -1.031 0.2272
H -1.078 2.759 -1.797 0.3809
H -1.542 4.376 -1.467 0.4102
H -0.460 -1.029 -1.878 0.2160
H -2.941 -0.600 -2.643 0.2326
H -4.944 -0.745 -0.764 0.2317
H -4.312 -1.385 1.761 0.2269
H -1.750 -1.792 2.519 0.2296
```

Properties
**Max |F|**: 5.4 eV/A
**Kohn-Sham gap**: 9.4 eV
**Lowest unoccupied orbital energy**: 0.007 hartree

---

Entry 2:
Entry from the Open Molecules 2025 dataset: C2H3O2P as an isolated structure at a distorted geometry (ωB97M-V/def2-TZVPD).

```
8
Properties=species:S:1:pos:R:3:nbo_charge:R:1
C 2.852 0.001 0.307 -0.3442
C 1.725 0.239 0.066 0.2705
O -2.103 -0.641 0.115 -0.9969
O -0.036 0.428 -0.630 -0.7230
P -1.068 0.605 0.580 1.1528
H 3.960 -0.195 0.418 0.2701
H -2.954 -0.676 0.506 0.4954
H -1.860 1.792 0.097 -0.1247
```

Properties
**Max |F|**: 7.6 eV/A
**Kohn-Sham gap**: 7.4 eV
**Lowest unoccupied orbital energy**: -0.060 hartree
**Energy relative to the best compared isomer or geometry (same formula, charge and spin)**: 121.3 kcal per mole

---

Entry 3:
Entry from the Open Molecules 2025 dataset: an isolated ion of composition C6H12O and charge +1 at a distorted geometry (ωB97M-V/def2-TZVPD).

```
19
Properties=species:S:1:pos:R:3:nbo_charge:R:1
C -0.076 1.670 2.701 -0.6208
C 0.721 1.068 1.570 -0.3965
C -0.046 -0.074 0.901 -0.4941
C -0.187 -1.561 -2.646 -0.1636
O -0.095 -0.345 -3.321 -0.7012
C -0.103 -1.375 -1.214 0.0663
C -0.041 -0.163 -0.520 0.1127
H -0.388 0.945 3.456 0.2207
H -0.987 2.191 2.377 0.2136
H 0.444 2.469 3.226 0.2413
H 1.130 1.804 0.889 0.2254
H 1.609 0.591 2.006 0.2319
H -1.147 0.100 1.017 0.3185
H 0.209 -1.030 1.361 0.2528
H -1.168 -2.004 -2.832 0.2605
H 0.553 -2.298 -2.960 0.2521
H -0.311 -0.427 -4.266 0.5074
H -0.124 -2.314 -0.672 0.2277
H 0.006 0.754 -1.074 0.2454
```

Properties
**Charge**: +1
**Multiplicity**: 2
**Max |F|**: 1.4 eV/A
**Kohn-Sham gap (alpha / beta)**: 10.8 / 7.3 eV
**Lowest unoccupied orbital energy (alpha / beta)**: -0.156 / -0.298 hartree
**Energy relative to the best compared isomer or geometry (same formula, charge and spin)**: 15.0 kcal per mole

---

Entry 4:
Entry from the Open Molecules 2025 dataset: the molecule C22H24N4O6S at a distorted geometry (ωB97M-V/def2-TZVPD).

```
57
Properties=species:S:1:pos:R:3:nbo_charge:R:1
C -4.917 -4.644 -1.075 -0.2550
O -4.902 -3.627 -0.101 -0.5100
C -3.800 -2.833 -0.008 0.3854
C -2.690 -2.904 -0.843 -0.3219
C -1.629 -2.034 -0.661 -0.1899
C -1.658 -1.081 0.346 0.1560
N -0.582 -0.171 0.442 -0.7050
C -0.030 0.155 1.742 -0.3080
C 1.403 -0.400 1.855 0.6726
O 1.716 -1.186 2.722 -0.6061
N 2.204 0.103 0.891 -0.6166
C 3.543 -0.184 0.619 0.1521
C 4.289 -1.081 1.375 -0.2511
C 5.623 -1.342 1.074 -0.2387
C 6.175 -0.682 0.005 0.1974
C 5.428 0.219 -0.756 0.3053
C 4.114 0.487 -0.474 -0.3050
O 6.213 0.733 -1.754 -0.4905
C 7.479 0.128 -1.600 0.2378
O 7.451 -0.754 -0.501 -0.4801
S -0.665 1.054 -0.695 2.3593
O 0.478 1.900 -0.463 -0.9632
O -0.792 0.451 -1.987 -0.9293
C -2.151 1.914 -0.310 -0.5159
C -2.348 2.971 0.605 0.1779
C -1.326 3.712 1.388 -0.6573
N -3.635 3.256 0.676 -0.2737
N -4.266 2.421 -0.151 -0.1564
C -5.692 2.483 -0.291 -0.4106
C -3.416 1.584 -0.777 0.2448
C -3.859 0.576 -1.766 -0.6769
C -2.772 -1.003 1.178 -0.2338
C -3.827 -1.874 1.007 -0.2789
H -5.869 -5.158 -0.947 0.2031
H -4.099 -5.355 -0.925 0.1798
H -4.862 -4.232 -2.088 0.1760
H -2.635 -3.632 -1.635 0.2238
H -0.771 -2.076 -1.312 0.2402
H -0.626 -0.291 2.540 0.2343
H 0.002 1.241 1.867 0.2272
H 1.774 0.782 0.264 0.4309
H 3.822 -1.579 2.207 0.2556
H 6.201 -2.037 1.659 0.2276
H 3.537 1.182 -1.062 0.2279
H 7.734 -0.430 -2.516 0.1548
H 8.240 0.907 -1.429 0.1549
H -1.591 4.766 1.427 0.2378
H -1.288 3.341 2.413 0.2232
H -0.350 3.592 0.925 0.2459
H -5.968 2.761 -1.310 0.2092
H -6.055 3.239 0.401 0.2420
H -6.141 1.518 -0.052 0.2104
H -2.985 0.141 -2.242 0.2707
H -4.490 1.040 -2.524 0.2267
H -4.430 -0.215 -1.279 0.2338
H -2.819 -0.258 1.958 0.2233
H -4.693 -1.829 1.648 0.2261
```

Properties
**Max |F|**: 1.3 eV/A
**Kohn-Sham gap**: 8.0 eV
**Lowest unoccupied orbital energy**: 0.019 hartree
**Energy relative to the best compared isomer or geometry (same formula, charge and spin)**: 55.4 kcal per mole

---

Entry 5:
Entry from the Open Molecules 2025 dataset: the molecule C4H12N2O at a distorted geometry (ωB97M-V/def2-TZVPD).

```
19
Properties=species:S:1:pos:R:3:nbo_charge:R:1
N 2.374 1.212 1.972 -0.8359
C 2.035 0.260 0.881 -0.0491
N 0.595 0.082 0.614 -0.6447
C 0.370 -0.487 -0.767 -0.2291
C -1.075 -1.125 -0.809 -0.4403
C -2.343 -0.242 -0.574 -0.0764
O -2.527 1.041 -1.203 -0.7268
H 1.822 2.056 1.936 0.3529
H 2.232 0.745 2.857 0.3606
H 2.466 -0.748 1.246 0.1807
H 2.473 0.635 -0.112 0.1492
H 0.272 1.104 0.520 0.3406
H 1.085 -1.286 -0.853 0.1939
H 0.591 0.271 -1.559 0.1795
H -1.115 -1.759 0.110 0.2283
H -1.106 -1.710 -1.800 0.1975
H -2.311 -0.108 0.601 0.1880
H -3.347 -0.814 -0.859 0.1686
H -2.492 0.875 -2.203 0.4624
```

Properties
**Max |F|**: 2.6 eV/A
**Kohn-Sham gap**: 10.0 eV
**Lowest unoccupied orbital energy**: 0.031 hartree
**Energy relative to the best compared isomer or geometry (same formula, charge and spin)**: 58.7 kcal per mole

---

Entry 6:
Entry from the Open Molecules 2025 dataset: C11H19AsF6GeN5SSn as an isolated structure (ωB97M-V/def2-TZVPD).

```
45
Properties=species:S:1:pos:R:3:nbo_charge:R:1
Sn 0.639 -0.249 -0.627 1.5417
C -2.807 1.732 1.916 -0.4408
N -1.895 0.593 1.761 -0.5498
C -2.133 -0.573 1.206 0.4012
S -0.803 -1.680 0.877 -0.2541
N -3.344 -1.034 0.914 -0.5624
C -4.641 -0.582 1.422 -0.4317
H -2.186 2.604 2.092 0.2585
H -3.474 1.591 2.763 0.2041
H -3.380 1.895 1.007 0.2357
H -0.916 0.800 1.925 0.4566
H -3.331 -1.907 0.413 0.4241
H -4.979 0.323 0.923 0.2497
H -4.593 -0.435 2.499 0.2070
H -5.355 -1.375 1.217 0.2241
F -0.647 2.561 -0.042 -0.6401
As 0.834 3.087 0.738 2.8419
F 0.796 4.575 -0.089 -0.5956
F 1.699 2.305 -0.589 -0.6263
F 2.322 3.433 1.507 -0.6011
F 0.837 1.480 1.545 -0.6535
F -0.085 3.686 2.066 -0.6181
N -0.997 0.014 -2.005 -0.6738
C -1.814 0.819 -2.250 0.5496
C -2.779 1.724 -2.569 -0.5391
C -2.620 2.603 -3.673 0.2878
N -2.500 3.312 -4.571 -0.3034
C -3.921 1.760 -1.729 0.3331
N -4.821 1.789 -1.009 -0.3906
C 4.664 -0.595 -0.623 -1.0906
Ge 3.469 -2.129 -0.505 1.6062
C 2.870 -2.373 1.342 -1.0993
C 4.292 -3.763 -1.180 -1.0788
C 1.881 -1.724 -1.610 -1.3174
H 5.545 -0.751 -0.001 0.2400
H 4.164 0.312 -0.279 0.2442
H 4.991 -0.439 -1.651 0.2362
H 3.715 -2.647 1.973 0.2445
H 2.122 -3.164 1.417 0.2319
H 2.444 -1.454 1.752 0.2348
H 5.182 -4.005 -0.598 0.2373
H 4.586 -3.644 -2.222 0.2361
H 3.598 -4.600 -1.109 0.2333
H 1.220 -2.580 -1.766 0.2519
H 2.153 -1.294 -2.575 0.2549
```

Properties
**Multiplicity**: 2
**Max |F|**: 0.3 eV/A
**Kohn-Sham gap (alpha / beta)**: 8.2 / 6.5 eV
**Lowest unoccupied orbital energy (alpha / beta)**: -0.007 / -0.091 hartree
**Energy relative to the best compared isomer or geometry (same formula, charge and spin)**: 0.0 kcal per mole

---

Entry 7:
Entry from the Open Molecules 2025 dataset: C29H35Cl3N4O2P2Sn as an isolated structure at a distorted geometry (ωB97M-V/def2-TZVPD).

```
76
Properties=species:S:1:pos:R:3:mulliken_charge:R:1
Sn -0.607 -2.760 2.020 0.7621
C -0.757 4.018 4.493 -0.6217
C -1.183 3.109 3.596 -0.1250
C -0.598 2.580 2.300 -0.1124
C 0.486 1.510 2.465 0.4906
C 1.876 2.137 2.354 -0.3911
C 2.274 3.319 2.855 -0.3955
C 1.415 4.475 3.309 -0.9366
C 0.695 4.358 4.704 -0.5190
C 1.372 -3.222 3.049 -1.3227
H -1.450 4.366 5.275 0.3993
H -2.159 2.653 3.803 0.4855
H -0.244 3.361 1.599 0.4804
H -1.446 2.042 1.846 -0.0318
H 0.294 0.957 3.404 0.4466
H 0.406 0.734 1.680 -0.1830
H 2.608 1.390 1.964 0.2327
H 3.348 3.597 2.820 0.3808
H 0.692 4.762 2.527 0.4438
H 2.094 5.330 3.387 0.4437
H 1.226 3.536 5.249 0.3582
H 0.863 5.277 5.310 0.4134
H 1.020 -3.521 4.038 0.3434
H 2.116 -2.395 3.103 0.3286
H 1.810 -4.081 2.487 0.4112
P 1.382 -1.436 -1.510 0.4648
P -2.223 -1.035 -1.652 -0.0592
N 2.603 -0.160 -1.715 0.4871
N 2.313 -2.644 -2.564 0.2107
N -2.235 0.741 -2.029 0.2510
N -3.751 -1.400 -2.471 0.2974
C 0.324 -0.792 -2.886 -0.6814
C -1.060 -1.449 -3.036 -1.2755
C 3.673 -0.030 -0.806 -0.6579
C 4.672 0.731 -1.409 -0.7622
C 4.220 1.064 -2.732 -0.8507
C 2.960 0.507 -2.901 -0.1347
C 2.549 -3.963 -2.176 -0.2280
C 2.916 -4.712 -3.295 -0.5407
C 2.911 -3.825 -4.425 -0.7470
C 2.571 -2.569 -3.933 0.1688
C -1.916 1.679 -1.033 -0.6831
C -1.677 2.910 -1.639 -0.2912
C -1.848 2.745 -3.055 -1.2488
C -2.144 1.399 -3.275 -0.0819
C -4.513 -0.738 -3.445 -0.1583
C -5.624 -1.515 -3.753 -0.6217
C -5.541 -2.709 -2.962 -0.5705
C -4.383 -2.633 -2.204 -0.4218
H 0.831 -0.900 -3.854 0.1175
H 0.195 0.281 -2.725 0.5864
H -1.511 -1.169 -4.002 0.5059
H -0.952 -2.543 -3.063 0.5718
H 3.613 -0.499 0.170 0.5699
H 5.603 1.012 -0.944 0.4573
H 4.743 1.633 -3.489 0.4583
H 2.287 0.554 -3.755 0.4932
H 2.479 -4.228 -1.132 0.5219
H 3.146 -5.766 -3.295 0.4491
H 3.122 -4.087 -5.459 0.4575
H 2.540 -1.637 -4.479 0.4010
H -1.982 1.389 0.006 0.4545
H -1.387 3.815 -1.120 0.4445
H -1.786 3.523 -3.810 0.4589
H -2.375 0.907 -4.209 0.5160
H -4.224 0.227 -3.830 0.3832
H -6.402 -1.268 -4.468 0.4374
H -6.239 -3.534 -2.963 0.4233
H -3.938 -3.316 -1.493 0.3554
Cl -1.840 -0.395 7.212 -0.1152
C -1.595 -1.822 6.183 0.5375
Cl -0.063 -2.650 6.606 -0.1118
Cl -2.916 -2.974 6.387 -0.0925
C -1.327 -1.438 4.654 0.3802
O -0.611 -0.474 4.374 -0.6269
O -1.745 -2.337 3.769 -0.6811
```

Properties
**Charge**: +2
**Max |F|**: 3.7 eV/A
**Kohn-Sham gap (alpha / beta)**: 2.8 / 3.1 eV
**Lowest unoccupied orbital energy (alpha / beta)**: -0.346 / -0.334 hartree
**Energy relative to the best compared isomer or geometry (same formula, charge and spin)**: 23.0 kcal per mole

---

Entry 8:
Entry from the Open Molecules 2025 dataset: a 4-piece molecular cluster, C19H45BO15P3 overall at a distorted geometry (ωB97M-V/def2-TZVPD).

```
83
Properties=species:S:1:pos:R:3:mulliken_charge:R:1
C 0.478 -3.918 0.633 -0.5231
C 1.625 -3.801 0.211 -0.2814
B 3.263 -3.749 -0.091 0.8316
C 4.027 -3.434 1.337 -0.8502
C 4.882 -2.102 1.351 -0.5372
C 4.066 -0.820 1.838 -0.1486
C 3.645 0.093 0.615 0.3324
O 4.365 0.275 -0.338 -0.5588
O 2.383 0.750 0.564 -0.3543
C 1.344 -0.256 0.399 -0.0020
C 0.531 -0.463 1.745 -0.8366
O 3.688 -5.108 -0.517 -0.7535
C 2.960 -5.596 -1.635 -0.4761
C 1.969 -6.804 -1.265 -0.7503
H -0.400 -4.039 1.308 0.3440
H 3.495 -2.957 -0.964 -0.2249
H 3.235 -3.473 2.143 0.3149
H 4.749 -4.291 1.525 0.1556
H 5.705 -2.246 2.125 0.3671
H 5.413 -1.875 0.386 0.2524
H 4.793 -0.180 2.433 0.3841
H 3.208 -1.072 2.512 0.0772
H 0.612 0.114 -0.384 0.3515
H 1.801 -1.198 -0.009 -0.0447
H -0.243 0.360 1.790 0.3120
H 1.231 -0.339 2.626 0.2594
H 0.064 -1.480 1.826 0.1211
H 2.445 -4.794 -2.243 0.2536
H 3.731 -6.066 -2.335 0.2816
H 2.493 -7.793 -1.346 0.3286
H 1.483 -6.626 -0.263 0.1652
H 1.152 -6.782 -2.041 0.2013
C 1.086 7.076 2.276 -0.6745
O 1.215 5.907 1.472 -0.2905
P 0.364 5.924 -0.002 0.9919
O -0.986 6.171 0.628 -0.6762
O 0.601 4.318 -0.177 -0.3154
C 1.899 3.760 0.070 -0.5864
O -0.266 6.028 -1.582 -0.3216
C 0.704 5.966 -2.633 -0.7785
H 1.924 7.108 2.973 0.2575
H 1.100 7.976 1.663 0.2995
H 0.162 7.030 2.851 0.2530
H 1.951 3.407 1.099 0.2034
H 2.689 4.493 -0.108 0.3956
H 2.049 2.912 -0.595 0.2634
H 1.014 4.931 -2.794 0.2385
H 1.576 6.578 -2.392 0.3474
H 0.250 6.346 -3.548 0.2846
C -3.168 7.355 -1.831 -0.1059
O -2.981 8.773 -1.787 -0.2762
P -4.381 9.696 -1.525 1.0921
O -5.132 9.153 -2.714 -0.6737
O -3.575 11.061 -1.955 -0.3756
C -2.267 11.298 -1.440 -0.6614
O -5.711 10.625 -1.002 -0.3160
C -5.540 11.300 0.247 -0.6573
H -2.209 6.878 -1.633 -0.1048
H -3.886 7.033 -1.079 0.3123
H -3.506 7.057 -2.823 0.2443
H -1.525 10.930 -2.151 0.2451
H -2.120 10.811 -0.475 0.3251
H -2.130 12.373 -1.317 0.2724
H -4.936 12.200 0.106 0.2473
H -5.063 10.646 0.980 0.3044
H -6.522 11.588 0.622 0.2517
C -1.167 -10.412 2.960 -0.6503
O -2.191 -10.365 1.970 -0.3208
P -1.705 -9.811 0.429 0.9986
O -1.213 -8.494 0.979 -0.5963
O -3.287 -9.654 0.012 -0.3250
C -4.193 -10.724 0.267 -0.6727
O -1.245 -9.322 -1.143 -0.2157
C -1.397 -10.314 -2.161 -0.7252
H -1.481 -11.097 3.749 0.2444
H -0.228 -10.764 2.535 0.3162
H -1.030 -9.423 3.397 0.2484
H -4.685 -10.563 1.228 0.2423
H -3.684 -11.690 0.274 0.3241
H -4.953 -10.732 -0.516 0.2700
H -2.446 -10.383 -2.463 0.2635
H -1.049 -11.288 -1.810 0.3312
H -0.800 -10.019 -3.024 0.2596
```

Properties
**Charge**: -1
**Max |F|**: 9.7 eV/A
**Kohn-Sham gap**: 3.8 eV
**Lowest unoccupied orbital energy**: -0.027 hartree